{"formula": "C15H21N5S", "method": "the ωB97M-V functional and the def2-TZVPD basis", "elements": ["C", "C", "C", "C", "C", "C", "N", "C", "S", "N", "C", "C", "N", "C", "N", "C", "N", "C", "C", "C", "C", "H", "H", "H", "H", "H", "H", "H", "H", "H", "H", "H", "H", "H", "H", "H", "H", "H", "H", "H", "H", "H"], "positions_angstrom": [[-6.337257, -0.286427, 1.081154], [-5.019915, -0.480998, 0.395822], [-4.759538, -1.657694, -0.300891], [-3.558387, -1.826341, -0.962591], [-2.587532, -0.840408, -0.929530], [-2.820126, 0.329692, -0.209932], [-1.891890, 1.371727, -0.145820], [-0.529251, 1.340171, -0.138251], [0.263502, 2.785863, -0.282681], [0.062524, 0.141606, 0.024232], [1.482070, -0.136085, 0.072768], [1.675810, -1.656626, 0.238884], [3.091404, -1.986623, 0.282205], [3.723933, -1.535088, -0.953091], [3.614784, -0.097276, -1.139590], [4.219910, 0.566933, 0.007914], [3.604810, 0.166196, 1.266951], [3.713170, -1.278105, 1.396329], [2.202236, 0.550702, 1.256889], [2.212617, 0.278929, -1.224280], [-4.045767, 0.501901, 0.432859], [-6.325688, 0.600765, 1.708684], [-6.578067, -1.150653, 1.697542], [-7.129544, -0.175275, 0.341214], [-5.508887, -2.434210, -0.333960], [-3.374169, -2.731112, -1.522650], [-1.677460, -0.962618, -1.496674], [-2.270025, 2.306651, -0.067278], [-0.544021, -0.623473, 0.288864], [1.211740, -2.001798, 1.169700], [1.220653, -2.194035, -0.600123], [4.781834, -1.807480, -0.920150], [3.252154, -2.042872, -1.799093], [5.282145, 0.311291, 0.040402], [4.112984, 1.647457, -0.110909], [3.233173, -1.591357, 2.327842], [4.770984, -1.550445, 1.432638], [1.744969, 0.250294, 2.204981], [2.135901, 1.636006, 1.163309], [2.147633, 1.358391, -1.369565], [1.762703, -0.219778, -2.088370], [-4.229912, 1.422729, 0.968287]], "forces_ev_per_a": [[-0.03, 0.01, -0.03], [0.08, -0.01, -0.08], [0.02, 0.00, -0.02], [-0.09, -0.05, 0.06], [0.07, 0.14, -0.03], [-0.21, -0.45, -0.02], [-0.21, 0.17, 0.03], [0.08, -0.01, 0.11], [0.18, 0.67, -0.09], [-0.50, -0.18, 0.06], [0.38, 0.18, -0.01], [-0.09, 0.12, -0.04], [0.00, -0.27, 0.04], [0.11, -0.08, -0.11], [0.24, -0.04, -0.24], [0.16, 0.09, 0.00], [0.26, 0.02, 0.25], [0.12, -0.05, 0.13], [-0.14, 0.08, -0.02], [-0.12, 0.08, -0.02], [0.10, -0.07, -0.04], [-0.05, 0.04, 0.06], [-0.06, -0.01, 0.06], [-0.09, 0.02, 0.01], [-0.09, -0.10, 0.00], [0.01, -0.07, -0.05], [0.06, 0.01, -0.03], [0.21, -0.12, -0.07], [0.02, 0.03, -0.06], [-0.09, 0.02, -0.02], [-0.09, 0.03, 0.01], [-0.04, -0.01, -0.02], [0.05, 0.01, 0.02], [-0.03, 0.03, 0.00], [0.04, -0.03, 0.00], [0.05, 0.01, -0.03], [-0.04, -0.01, 0.02], [-0.07, 0.01, -0.02], [-0.08, -0.14, 0.04], [-0.06, -0.15, -0.01], [-0.08, 0.01, 0.01], [-0.01, 0.09, 0.11]], "smiles": "Cc1cccc(NC(=S)NC23CN4CN(CN(C4)C2)C3)c1", "e_tot_ha": -1256.166942, "de_lowest_kcal_mol": 0.0, "multiplicity": 1, "gap_ev": 8.6569, "e_lumo_ev": 0.59}



{"formula": "C15H22AsBBeF6N6", "method": "the ωB97M-V functional and the def2-TZVPD basis", "elements": ["Be", "C", "C", "C", "C", "C", "N", "N", "B", "N", "N", "C", "C", "C", "C", "C", "N", "N", "C", "C", "C", "C", "C", "H", "H", "H", "H", "H", "H", "H", "H", "H", "H", "H", "H", "H", "H", "H", "H", "H", "H", "H", "H", "H", "H", "F", "As", "F", "F", "F", "F", "F"], "positions_angstrom": [[-12.028672, 3.072334, -7.827530], [-10.322444, 6.334745, -7.755893], [-11.715198, 6.137465, -8.121701], [-12.611973, 7.085463, -8.495642], [-13.783624, 6.488304, -8.883358], [-15.030835, 6.991872, -9.404486], [-13.568604, 5.112974, -8.700504], [-12.411152, 4.891614, -8.211368], [-14.410967, 3.803555, -9.193017], [-14.639096, 2.941998, -7.926584], [-13.526035, 2.457385, -7.311280], [-13.878050, 1.369144, -6.600120], [-12.972160, 0.441585, -5.898600], [-15.287429, 1.218092, -6.731235], [-15.711677, 2.230339, -7.577756], [-17.056550, 2.567688, -8.062889], [-13.298198, 3.123320, -10.104783], [-12.111865, 2.732381, -9.520275], [-11.388546, 2.133791, -10.466497], [-10.012373, 1.628545, -10.207335], [-12.110219, 2.060188, -11.656830], [-13.321781, 2.698243, -11.380935], [-14.454466, 2.970676, -12.259388], [-9.992937, 7.279763, -8.174362], [-10.283820, 6.401602, -6.664181], [-9.650620, 5.519099, -8.042708], [-12.427332, 8.127428, -8.596724], [-15.020936, 8.063132, -9.330456], [-15.197628, 6.733170, -10.441805], [-15.924362, 6.645888, -8.828986], [-15.361169, 4.188580, -9.748849], [-11.935609, 0.700069, -6.079027], [-13.139585, 0.386447, -4.823630], [-13.095235, -0.561568, -6.272492], [-15.869054, 0.453851, -6.247241], [-17.801518, 1.874607, -7.694640], [-17.328780, 3.552309, -7.722142], [-17.130728, 2.546440, -9.132089], [-9.543820, 2.137329, -9.361400], [-9.944331, 0.544452, -10.043626], [-9.427712, 1.766396, -11.097171], [-11.832519, 1.644209, -12.600875], [-14.394042, 2.424288, -13.195344], [-15.400645, 2.691964, -11.797640], [-14.518408, 4.046467, -12.483129], [-10.808033, 2.991914, -6.898876], [-10.521208, 3.429426, -4.894407], [-9.068108, 4.097617, -5.487703], [-9.809647, 1.912505, -4.780021], [-12.085443, 2.762441, -4.695611], [-10.314393, 3.939686, -3.283845], [-11.318500, 4.869723, -5.426394]], "forces_ev_per_a": [[-0.21, 0.24, -0.17], [0.35, -0.33, 0.28], [-0.54, -0.93, -0.10], [-0.65, 1.48, -0.57], [0.71, -1.14, 0.26], [-1.36, 0.41, 0.46], [-0.27, -0.67, 0.16], [0.74, 0.05, 0.65], [1.56, -0.24, 0.57], [0.62, 0.98, -0.93], [0.60, -0.88, 0.48], [-1.73, 0.69, -0.64], [0.72, 0.05, 0.15], [0.81, 0.31, -0.01], [0.06, -1.11, 0.63], [-0.49, -0.15, 0.19], [-0.58, -0.30, 0.78], [0.08, 0.11, -0.42], [0.22, -0.53, 0.15], [0.08, -0.35, 0.31], [-0.94, 0.68, 0.50], [1.07, -0.30, 0.23], [-0.97, 0.51, -0.53], [0.15, 0.05, -0.01], [0.16, 0.00, 0.04], [-0.25, 0.07, 0.02], [0.18, 0.56, 0.13], [-0.04, 0.55, -0.07], [0.04, -0.27, -0.31], [0.75, -0.01, -0.35], [-0.46, -0.10, -0.30], [0.18, 0.08, 0.15], [-0.06, 0.27, -0.04], [-0.28, -0.38, -0.29], [-0.16, 0.03, -0.06], [-0.01, -0.17, 0.21], [-0.21, 0.46, 0.09], [0.08, 0.06, -0.67], [-0.02, -0.07, -0.13], [-0.43, 0.23, 0.22], [0.44, 0.37, -0.37], [0.22, -0.15, -0.18], [0.19, 0.02, -0.05], [-0.04, -0.02, 0.09], [0.02, -0.29, -0.06], [-0.19, -0.34, -0.32], [-0.32, 1.08, 0.15], [0.13, -0.05, -0.02], [0.09, -0.51, -0.03], [0.20, -0.06, 0.15], [-0.08, -0.29, -0.55], [-0.16, 0.28, 0.14]], "e_tot_ha": -3787.977479, "s2": 0.76, "total_charge": 1, "multiplicity": 2, "gap_ev": [8.9646, 5.1721], "e_lumo_ev": [-3.30, -7.08]}



Number 2 is which compound? C15H22AsBBeF6N6